[1]
73
Properties=species:S:1:pos:R:3 method="wB97M-V/def2-TZVPD" e_above_lowest_kcal_mol=60.13 total_charge=+1 spin_multiplicity=3 homo_lumo_gap_ev="6.22 / 6.69" lumo_ev="-4.6 / -4.1" e_tot_ev=-139917.5463
Br 1.3245 -1.4398 3.6344
H -2.9709 -2.9651 0.8846
H -2.3719 0.8913 1.9868
H -4.6991 -0.5805 -4.6726
H 1.0374 -2.1724 -2.3422
H -4.0875 2.8100 -2.4882
H -1.4305 -0.8788 -1.9837
H 4.6197 2.3647 -1.3746
C 0.2092 -4.0243 2.6849
C 5.1768 1.6789 -2.0305
H 2.5144 -1.6396 -1.4968
H -5.8227 2.3290 -2.5698
H -1.7317 3.2917 3.2769
C -0.9976 -2.3968 1.1506
C 1.3054 -2.4402 0.8250
P 3.9611 0.8546 -3.1520
C 1.4283 -1.4742 -1.5744
C 3.5821 2.3022 -4.2352
H 4.6834 -0.2496 -5.1949
H -6.7358 -0.0395 -2.4177
H -2.3985 -3.1926 2.5397
H 1.1225 -4.0848 3.3028
H -1.4174 -2.6671 -1.8927
H 2.9949 3.0241 -3.6499
H 1.2463 -0.4450 -1.9313
H 1.7813 2.3331 4.7256
H 3.2482 -3.4161 0.9068
C -5.8352 -0.4820 -1.9692
H -0.6291 -3.8965 3.3835
C -4.6345 0.4509 -4.2961
C -1.4367 1.2592 2.4557
H 3.2532 -1.7429 0.3888
C -4.8500 2.1166 -2.1019
C 5.1984 0.0648 -4.2754
C -0.8759 0.5536 3.5376
C 2.7603 -2.4526 1.0603
H 6.0140 0.7604 -4.5216
C 0.2229 -2.9603 1.6452
H 1.4428 2.0510 0.8875
H -5.9034 -0.4333 -0.8731
H 0.4334 4.0292 1.9630
H 5.6555 0.8936 -1.4258
C -0.6947 -1.7381 -0.1157
H -2.7969 -1.5674 1.9495
H -1.7655 3.2283 1.5537
H -1.4169 -0.3345 3.9398
H -5.5663 0.9928 -4.5150
P -4.2920 0.3984 -2.4807
H -2.6725 -1.7501 -1.0023
C -2.3551 -2.5356 1.6738
C 0.0146 1.1248 4.6184
H 0.4486 3.2420 3.4958
C 1.8434 1.2733 2.8351
C -1.2738 2.7555 2.4172
H 0.0118 0.3713 5.4541
H 2.8318 0.8557 2.5959
H 2.0669 0.5691 4.8360
H -5.7401 -1.5309 -2.2845
H 0.0560 -4.9888 2.2158
H 4.4941 2.7822 -4.6194
C -1.6113 -1.7355 -1.3044
H 5.6021 -0.8167 -3.7553
C 0.2411 3.0595 2.4397
H 2.9908 -2.1415 2.0760
H -0.4214 2.0875 4.9762
C 1.1258 1.9685 1.9374
H -4.9243 2.2170 -1.0085
H -3.7841 0.9656 -4.7680
H 5.9391 2.2336 -2.5971
V 0.0174 -0.5367 1.7009
H 2.9765 1.9285 -5.0740
C 1.5285 1.3754 4.3085
C 0.7388 -1.7381 -0.2686



[2]
190
Properties=species:S:1:pos:R:3 method="wB97M-V/def2-TZVPD" e_above_lowest_kcal_mol=86.83 smiles=COC[C@H](C)N.COC[C@H](C)N.COC[C@H](C)N.COC[C@H](C)N.COC[C@H](C)N.COC[C@H](C)N.COC[C@H](C)N.COC[C@H](C)N.COC[C@H](C)N.COC[C@H](C)N.COC[C@H](C)N.O spin_multiplicity=1 homo_lumo_gap_ev=9.26 lumo_ev=0.2 e_tot_ev=-88574.7979
H 5.2275 1.7549 -1.6945
H -1.6093 0.5351 -4.1894
C -4.6803 1.1412 -2.0598
H -0.4989 -6.0552 -8.5886
C -2.5827 -4.7278 3.9222
C -0.0658 -5.9401 1.2397
H 4.3316 7.4122 -1.7693
C -0.8453 -6.6042 -7.7130
C -0.0576 -1.9282 1.0580
N 3.4543 -0.1476 5.8230
H 2.6253 -1.4061 1.5364
H 3.0899 6.6129 -4.4559
H -2.6129 0.3549 -5.3084
H 5.5735 1.0322 1.3425
H 5.8845 -0.6566 6.6674
C 1.8670 -3.3428 6.7149
C 1.8382 6.2524 -2.7464
H -1.4107 2.2036 -2.5596
H 2.1467 5.2159 -2.6103
C -6.0982 0.9991 -2.7035
H 1.2108 -4.7841 3.1814
H 5.7586 1.0639 6.6228
N 3.1003 2.0077 2.6969
H 0.9644 0.3398 3.3136
H -1.1174 5.4262 -3.9699
C -0.5635 4.5259 0.7035
C -0.3317 -3.9772 -5.1106
H -5.5814 6.3482 -3.8257
H -4.0883 1.3755 0.1691
H -4.2083 3.5448 1.0801
H 3.8509 -2.8239 7.1513
N -1.2593 -0.2948 -2.6199
H 5.7934 -1.0682 3.4836
N 2.5993 8.4205 -3.6976
H 6.8582 0.1620 5.5664
H -6.0887 1.1762 -3.7789
C 3.3211 -3.7739 7.0818
H 3.4390 -1.1376 6.0227
H -1.8424 -6.8324 4.1574
C -5.0253 8.5939 -5.3570
H 4.1252 -4.2945 5.1815
H -0.0185 4.9083 -0.1595
H -1.0769 6.2258 -2.3976
H 1.4131 -2.6110 7.3832
C 4.8417 -1.0536 4.0147
H -0.1866 -4.0935 -7.2710
O -3.8358 6.2838 -2.5871
N -2.0279 -6.3872 -0.0464
H -5.1417 9.6775 -5.3373
H -0.9717 -1.2295 -2.3675
H -0.4923 -5.1706 1.8831
C 4.7527 1.5458 -0.7358
H 1.6949 -6.4541 3.0415
H 0.3005 -2.2876 -4.2656
H -0.5701 2.6455 -1.0382
N -4.0567 -0.1802 -2.2217
H -4.8374 4.4804 -2.3999
H -2.4727 -4.0169 -5.1001
N -2.7547 -4.6163 5.3870
H 3.3002 1.0302 2.8536
C 3.7051 0.3835 -0.9949
H -0.9739 -4.7814 -1.8653
H 2.8409 -5.2585 2.6196
H -4.4054 8.1550 -6.1388
H 2.5602 -0.0929 5.3565
H -0.2485 1.4767 2.8823
H 3.4959 -2.7426 2.3516
C 1.7411 2.0445 2.2235
H 0.4869 -4.2635 -0.9785
H 3.8131 3.2599 -1.2505
H -3.5206 -3.3766 -0.3011
H -2.5618 -3.6486 5.6028
H 2.6225 8.8540 -2.7857
H 0.7611 -5.2411 -6.6678
H 0.8602 -2.4665 -5.6621
O 2.0077 -2.6832 5.4201
O -1.2610 -5.6833 -6.6803
C 0.7652 -2.4487 4.7525
H 1.1497 -4.1635 6.7276
H -0.2960 0.4919 0.5022
H -1.8250 -0.3198 0.0178
H -0.1835 4.6734 -2.6665
H 2.9359 0.6680 -1.7129
C -0.6339 -5.9896 -0.2207
C 1.2667 3.4751 1.8239
H 0.5976 -2.7993 1.0529
C -4.5386 6.6640 -3.7973
H 1.6885 1.4469 1.3135
C 5.8500 0.1884 5.9798
H -2.4742 -5.6580 0.4915
H -0.9989 -2.1546 1.5588
C -5.1473 3.6295 0.5330
H 3.1515 0.1628 -0.0822
H -1.7345 -2.9811 -3.8423
H 4.3833 -1.6808 1.3208
H -4.9253 -3.7027 0.6332
O 4.4405 -0.7084 -1.6131
C 4.3570 6.9201 -2.7416
H -0.1778 -4.6559 -4.2717
C 3.7110 -1.8296 -1.7371
H -4.8257 -0.7303 -1.8665
H -5.9648 3.4439 1.2296
C 3.5525 -1.7039 2.0260
N -3.1904 8.8405 -3.8148
H 4.8271 -5.3060 6.4619
H -4.1459 -0.2840 -3.2224
H 3.1039 -2.0412 -0.8570
C -0.6311 0.5162 -1.5744
H 4.6168 5.8703 -2.6053
H -1.6508 -4.2367 3.6419
O 3.7660 -0.7328 3.0561
O 1.2677 -5.6136 1.2383
H -4.0788 6.2704 -4.7038
H -0.0517 -6.7419 -0.7528
C -0.5362 -4.6263 -0.8791
H 6.2855 0.2749 -0.0384
C -1.6864 -3.2932 -4.8856
N 4.0628 2.8249 -0.3738
H -6.6457 1.8713 -2.3463
H 6.5473 2.0152 0.2803
H -4.0120 1.7640 -2.6545
C -3.8325 4.9027 -2.3915
H 3.0542 -1.6594 -2.5902
H -2.3774 -6.3373 2.5508
O -1.8413 0.8631 -5.0582
O -0.1158 -1.3384 -0.2489
H -0.4800 5.1852 1.5675
H 2.0592 3.9944 1.2850
H -2.5449 -6.4487 -0.9118
H -4.5815 -4.3146 3.1777
H -1.6160 4.3960 0.4518
C 1.7752 -5.4794 2.5601
H -5.2179 8.6747 -3.2361
H 4.5007 1.0861 4.5740
H -2.7922 8.3363 -3.0355
H -1.9448 -5.1124 5.7306
H 3.1974 -5.6130 5.9750
N 3.2599 -4.3083 8.5055
H -3.5217 -6.6632 3.8581
C -3.5676 -3.9266 3.0801
H 0.4341 -1.2910 1.7931
H -4.0465 -2.2649 0.9861
H 2.6235 -5.0925 8.5206
H 1.6426 6.6589 -1.7541
H 0.8160 -2.3628 3.6670
H 2.6988 -3.6021 8.9600
O -3.1704 -4.0208 1.6919
H -1.1360 -3.8239 -0.4496
C -0.7851 -0.1295 -0.2480
C 5.8206 1.2028 0.2947
H 4.6752 -2.0207 4.4891
H -0.0280 -7.2160 -7.3313
H 0.9562 1.9544 4.1344
O -0.0009 3.3163 1.1515
H 5.0944 7.4850 -3.3119
H 0.3664 -1.4896 5.0828
H -3.2691 4.5497 -3.2552
H 1.5989 8.4969 -3.8141
O -5.1643 2.8694 -0.6441
H -0.1452 -6.9142 1.7224
H -1.6626 -2.4228 -5.5413
H -2.2584 -0.2385 -2.4828
C -0.1957 -4.7794 -6.4239
H -3.2506 4.6398 -1.5081
C -2.5587 -6.2124 3.6184
O 0.6873 6.2445 -3.6312
H -2.1243 1.9564 -0.9961
N 0.7196 -3.0157 -4.8262
C -4.5021 8.2308 -3.9281
H 1.1291 4.0017 2.7682
C -4.8997 1.4744 -0.5519
H -2.5920 8.6645 -4.6092
H 0.4146 0.5351 -1.8816
H 4.4020 -2.6669 -1.8346
H 0.0819 -3.2851 4.8995
C 4.6431 0.0994 5.0148
C 2.9822 7.0351 -3.4567
C -0.4957 5.6249 -3.0969
H -5.4077 4.6529 0.2632
H -3.6147 -2.8842 3.3954
C 3.9192 -4.8092 6.1200
C -3.9110 -3.3118 0.7146
H 4.8036 3.4532 -0.0975
H -6.0309 8.2681 -5.6230
C -1.1814 1.8952 -1.5395
C 0.7907 1.4104 3.2045
H -1.7208 -7.2418 -7.8357
H -6.6462 0.0717 -2.5374
H 3.5827 2.1140 1.8159
H -5.7455 1.0069 -0.0477